82
Properties=species:S:1:pos:R:3 method="wB97M-V/def2-TZVPD" charge=-1 homo_lumo_gap_ev=7.51 homo_ev=-5.48 e_lumo_ev=2.03 e_tot_ha=-2621.808226 molar_mass_g_mol=665.115
C 0.934 -3.780 -4.960
O -2.815 0.007 -6.648
H 1.006 -4.387 -6.984
O 2.215 -3.312 -0.944
H -1.591 -4.937 1.519
H -3.531 4.118 -1.699
H -5.159 -5.295 1.293
H -1.507 -2.733 6.976
C -2.190 -4.323 1.023
C 2.433 3.252 2.769
C 1.127 -0.775 6.543
O 3.374 6.258 4.769
C 0.445 -1.068 3.747
C -2.775 3.893 -0.879
C -0.910 2.636 0.127
H -1.285 -2.237 4.420
H -2.169 2.038 -1.818
C 2.137 -4.336 -4.554
N -2.647 4.977 -0.060
C 3.111 3.501 1.573
C -3.619 -4.360 0.977
H -1.570 5.552 1.576
H -3.413 -0.973 -6.519
C 2.477 4.188 3.964
C 2.555 -4.272 -3.038
H -4.133 -1.063 -0.222
H -1.132 1.697 -7.185
O -4.263 -5.525 1.337
O 2.619 -0.294 3.044
C 1.755 -3.430 -2.240
C -0.415 -1.569 4.810
C 3.764 5.598 2.504
H 3.589 -4.650 -2.683
H 2.205 -2.455 -0.597
C -1.668 4.833 0.905
C -0.090 1.630 -5.067
H -0.824 -2.721 -4.300
C -0.213 1.199 -3.845
C -2.208 -2.032 0.262
C 3.731 4.749 1.446
C 0.528 -2.830 -2.698
C -4.269 -3.244 0.554
H 2.662 -4.891 -5.262
O -1.640 -0.753 -0.110
C -0.901 3.647 1.045
H -0.090 3.340 1.959
C 3.123 5.358 3.791
C -2.122 -0.276 -4.545
H -5.383 -3.309 0.462
C -0.088 -1.473 6.176
H -0.376 -2.850 0.817
H 0.215 -0.986 2.747
H 2.750 1.715 0.500
H 0.902 1.030 -2.029
C -3.598 -2.006 0.236
H 1.987 3.632 4.729
C -1.982 2.735 -0.833
Cl 1.831 -0.139 0.019
H 1.683 -0.782 7.465
H 2.249 -0.686 2.262
C 2.113 -0.328 5.424
O 0.659 1.630 -2.822
H 1.797 2.437 2.817
C -1.912 0.222 -5.770
C -0.920 1.197 -6.142
H 0.615 2.410 -5.429
H -0.340 1.833 0.314
H 3.992 5.133 0.519
H -0.658 -0.731 -0.144
O 0.518 -3.945 -6.205
C -1.429 -3.054 0.649
H 4.255 6.571 2.091
O 3.154 2.713 0.468
H -1.138 -0.115 -2.516
C 1.763 -0.558 4.060
H 3.183 -0.138 5.445
C -1.146 0.216 -3.463
H -2.856 -1.086 -4.113
C 0.143 -3.137 -4.042
H -0.214 -2.158 -2.210
H 2.616 5.884 5.328
O -1.035 -1.855 7.109